1.
Molecular formula: C41H63BrN2O10S2
Method: DFT, the ωB97M-V functional and the def2-TZVPD basis

ORCA input file:
```
! RIJCOSX wB97M-V def2-TZVPD def2/J DEFGRID3
* xyz 0 1
H 1.961 2.784 4.464
N 0.986 2.644 4.182
C 0.964 2.319 2.959
C 2.180 2.154 2.061
C 2.263 0.743 1.462
C 1.480 -0.260 1.977
C 1.595 -1.537 1.448
C 2.482 -1.785 0.424
C 3.284 -0.781 -0.116
C 4.229 -1.161 -1.234
S 3.310 -1.284 -2.824
C 2.426 0.317 -2.969
C 3.284 1.247 -3.879
C 3.158 0.494 0.424
C 4.033 1.612 -0.105
O 4.903 2.005 0.985
C 5.646 3.133 0.672
C 4.926 4.469 0.849
O 6.781 3.033 0.282
S 2.565 -3.487 -0.144
C 2.382 -4.329 1.430
C 3.081 -5.472 1.731
Br 4.294 -6.135 0.395
C 2.919 -6.099 2.974
C 3.732 -7.356 3.252
C 5.210 -6.965 3.537
C 5.624 -6.784 5.033
C 4.490 -6.896 6.074
C 6.278 -5.378 5.227
C 2.033 -5.517 3.848
C 1.338 -4.349 3.565
C 0.400 -3.720 4.593
C 1.115 -3.542 5.950
C 1.889 -2.244 6.037
O 1.577 -1.197 5.524
O 3.017 -2.303 6.815
C 1.492 -3.742 2.336
N 0.758 -2.564 2.006
C -0.372 -2.903 1.090
C -0.826 -1.744 0.212
O -0.809 -1.860 -0.987
O -1.284 -0.547 0.768
C -2.480 -0.103 0.234
C -2.668 1.398 0.137
O -3.368 -0.839 -0.117
H -0.022 2.104 2.526
H 2.242 2.924 1.280
H 3.072 2.256 2.697
H 0.776 -0.142 2.796
H 5.116 -0.529 -1.307
H 4.569 -2.186 -1.042
H 2.253 0.750 -1.978
H 1.450 0.168 -3.441
H 2.702 2.119 -4.200
H 3.585 0.631 -4.733
H 4.199 1.523 -3.343
H 4.704 1.266 -0.898
H 3.462 2.461 -0.510
H 5.454 5.274 0.341
H 4.755 4.668 1.913
H 3.927 4.338 0.407
H 3.283 -8.024 3.991
H 3.739 -7.915 2.306
H 5.388 -6.002 3.039
H 5.933 -7.654 3.080
H 6.413 -7.504 5.290
H 4.361 -7.951 6.358
H 3.541 -6.459 5.767
H 4.828 -6.401 6.996
H 7.110 -5.200 4.542
H 5.474 -4.632 5.129
H 6.587 -5.332 6.281
H 1.851 -5.975 4.817
H -0.562 -4.235 4.670
H 0.213 -2.704 4.223
H 1.819 -4.351 6.180
H 0.362 -3.594 6.750
H 3.687 -1.722 6.433
H -1.247 -3.266 1.652
H -0.055 -3.732 0.449
H -3.445 1.664 -0.581
H -1.743 1.929 -0.117
H -2.998 1.804 1.104
C -8.333 2.707 -0.791
C -7.060 1.882 -0.718
C -7.362 0.419 -0.430
O -6.207 2.404 0.304
H -8.870 2.673 0.162
H -8.099 3.754 -0.989
H -8.995 2.343 -1.578
H -6.517 1.965 -1.659
H -7.868 0.310 0.534
H -6.437 -0.159 -0.373
H -7.997 -0.014 -1.206
H -6.674 2.337 1.144
C -7.648 2.494 -6.369
C -7.032 3.264 -5.211
C -5.563 3.561 -5.467
O -7.169 2.508 -4.005
H -7.145 1.532 -6.503
H -8.700 2.281 -6.170
H -7.577 3.058 -7.300
H -7.574 4.199 -5.062
H -4.993 2.632 -5.573
H -5.130 4.106 -4.626
H -5.430 4.156 -6.370
H -6.695 1.678 -4.123
C -3.507 7.942 -8.536
C -3.669 7.272 -7.180
C -2.385 7.348 -6.369
O -4.042 5.905 -7.361
H -2.728 7.445 -9.121
H -4.432 7.873 -9.110
H -3.242 8.995 -8.428
H -4.480 7.751 -6.629
H -1.570 6.833 -6.886
H -2.513 6.857 -5.403
H -2.086 8.384 -6.197
H -3.335 5.467 -7.847
*
```

Its largest force on an atom is 2.05 eV/Å. Its LUMO energy is 0.386 eV. The value obtained for the HOMO-LUMO gap is 8.79 eV. Its SMILES is [H]/N=C\Cc1cc2c(c(CSCC)c1COC(C)=O)Sc1c(Br)c(CCC(C)C)cc(CCC(=O)O)c1N2CC(=O)OC(C)=O.CC(C)O.CC(C)O.CC(C)O. The total energy is -5832.372532 a.u. The HOMO energy comes out at -8.4 eV.

Here are the Mulliken charges for atoms 1 to 8, given in e: 0.2693 -0.7513 -0.1390 -0.2987 -0.0257 -0.8850 -1.3520 1.3330

---

2.
Molecular formula: C26H38FN3O16S
Method: DFT, the ωB97M-V functional and the def2-TZVPD basis

ORCA input file:
```
! RIJCOSX wB97M-V def2-TZVPD def2/J DEFGRID3
* xyz 0 1
O 5.525 -4.185 0.426
C 5.801 -3.521 -0.520
O 7.106 -3.351 -0.867
C 4.737 -2.937 -1.423
C 4.220 -1.591 -1.001
C 5.021 -0.590 -0.515
C 4.524 0.691 -0.152
C 5.515 1.702 0.336
O 5.381 2.277 1.367
N 6.651 1.917 -0.517
C 6.462 2.979 -1.448
O 5.654 2.963 -2.304
F 7.303 3.960 -1.284
C 3.196 0.997 -0.273
C 2.341 -0.027 -0.746
N 1.010 0.097 -0.913
S 0.506 -1.313 -1.467
N 1.872 -2.128 -1.547
C 2.831 -1.292 -1.104
H 7.296 -2.436 -1.102
H 5.171 -2.826 -2.418
H 3.951 -3.676 -1.511
H 6.077 -0.787 -0.392
H 6.865 1.087 -1.054
H 2.808 1.971 -0.025
C -6.289 -1.811 -1.490
C -5.656 -2.639 -0.393
O -4.263 -2.325 -0.228
C -4.007 -1.221 0.467
O -4.825 -0.493 0.969
O -2.686 -1.051 0.509
C -2.271 0.144 1.178
H -5.724 -1.914 -2.418
H -7.315 -2.134 -1.663
H -6.301 -0.755 -1.225
H -5.685 -3.696 -0.652
H -6.180 -2.515 0.554
H -2.713 0.213 2.169
H -2.539 1.017 0.584
H -1.190 0.096 1.273
C 11.346 -3.011 -3.410
C 10.326 -3.037 -4.528
O 9.159 -2.268 -4.195
C 9.278 -0.953 -4.349
O 10.242 -0.363 -4.758
O 8.125 -0.391 -3.971
C 8.114 1.038 -4.024
H 10.889 -3.327 -2.471
H 12.176 -3.679 -3.639
H 11.742 -2.006 -3.266
H 9.967 -4.052 -4.687
H 10.750 -2.683 -5.466
H 8.421 1.407 -4.999
H 8.766 1.442 -3.247
H 7.089 1.347 -3.834
C -10.835 -4.190 2.676
C -11.490 -2.939 3.221
O -10.526 -2.045 3.794
C -9.850 -1.300 2.920
O -9.998 -1.297 1.725
O -8.985 -0.550 3.600
C -8.149 0.274 2.781
H -10.226 -4.666 3.445
H -11.591 -4.898 2.337
H -10.182 -3.954 1.836
H -12.169 -3.192 4.033
H -12.068 -2.424 2.454
H -8.744 0.877 2.098
H -7.443 -0.340 2.223
H -7.599 0.927 3.452
C -4.887 4.810 1.107
C -4.276 3.950 2.192
O -2.883 4.248 2.375
C -2.621 5.334 3.100
O -3.431 6.052 3.624
O -1.297 5.482 3.155
C -0.864 6.645 3.866
H -4.311 4.724 0.185
H -5.914 4.501 0.911
H -4.892 5.860 1.397
H -4.316 2.901 1.904
H -4.813 4.055 3.134
H -1.311 6.686 4.856
H -1.115 7.544 3.304
H 0.215 6.566 3.958
*
```

Its largest force on an atom is 1.10 eV/Å. Its LUMO energy is -1.150 eV. Its relative energy (zero: lowest compared OMol25 entry of this formula, charge and spin) is 0.00 kcal per mole. The value obtained for the HOMO-LUMO gap is 8.43 eV. The total energy is -2879.756482 a.u. The HOMO energy comes out at -9.6 eV.

Here are the Mulliken charges for atoms 1 to 8, given in e: -0.5189 0.4301 -0.4754 -0.6934 0.5560 -0.5509 0.4484 -0.1169

---

3.
Molecular formula: C4H5N
Method: DFT, the ωB97M-V functional and the def2-TZVPD basis

ORCA input file:
```
! RIJCOSX wB97M-V def2-TZVPD def2/J DEFGRID3
* xyz 0 1
C -0.445 -0.716 -1.092
C 0.000 0.126 -0.125
C 0.240 -0.181 1.284
C 0.108 1.434 -0.695
N 0.478 2.440 -1.212
H -0.707 -0.527 -2.139
H -0.791 -1.707 -0.884
H 0.107 0.717 1.901
H 1.391 -0.498 1.383
H -0.381 -1.087 1.579
*
```

Its largest force on an atom is 5.42 eV/Å. Its LUMO energy is 0.377 eV. Its relative energy (zero: lowest compared OMol25 entry of this formula, charge and spin) is 32.34 kcal per mole. The value obtained for the HOMO-LUMO gap is 10.29 eV. Its SMILES is C=C(C)C#N. The total energy is -210.112205 a.u. The HOMO energy comes out at -9.9 eV.

Here are the Mulliken charges for atoms 1 to 8, given in e: -0.8751 0.7293 -0.9795 0.1439 -0.4596 0.2945 0.2723 0.3335

---

4.
Molecular formula: C31H30NO6S2
Method: DFT, the ωB97M-V functional and the def2-TZVPD basis

ORCA input file:
```
! RIJCOSX wB97M-V def2-TZVPD def2/J DEFGRID3
* xyz -1 1
O 1.736 0.110 1.881
C 2.673 0.804 1.560
O 2.671 1.678 0.503
S 1.250 1.744 -0.389
O 1.425 2.774 -1.373
O 0.996 0.479 -1.035
N -0.026 2.134 0.498
S 0.095 3.620 1.169
O -0.662 3.606 2.394
O -0.345 4.607 0.227
C 3.944 0.715 2.382
C 4.757 1.798 2.622
C 5.855 1.624 3.412
C 6.164 0.408 3.965
C 5.354 -0.670 3.691
C 4.214 -0.536 2.884
H 1.419 3.792 1.471
H 4.503 2.768 2.208
H 6.473 2.498 3.607
H 7.032 0.290 4.603
H 5.609 -1.628 4.137
H 3.560 -1.372 2.671
C -0.232 -1.158 -4.407
C -0.584 0.130 -4.028
C -1.373 0.907 -4.866
C -1.817 0.394 -6.079
C -1.468 -0.896 -6.455
C -0.671 -1.671 -5.621
H 0.385 -1.762 -3.754
H -0.244 0.532 -3.081
H -1.641 1.914 -4.573
H -2.436 0.999 -6.730
H -1.816 -1.298 -7.399
H -0.394 -2.676 -5.917
C -2.961 5.315 3.750
C -4.256 4.826 3.643
C -5.333 5.609 4.038
C -5.117 6.889 4.532
C -3.823 7.381 4.637
C -2.746 6.593 4.250
H -2.122 4.702 3.444
H -4.425 3.831 3.251
H -6.342 5.223 3.959
H -5.957 7.502 4.836
H -3.653 8.380 5.021
H -1.737 6.975 4.336
C 3.817 -5.064 0.078
C 4.387 -4.059 0.847
C 5.063 -4.374 2.017
C 5.177 -5.703 2.408
C 4.613 -6.709 1.637
C 3.928 -6.389 0.474
H 3.286 -4.813 -0.831
H 4.306 -3.024 0.538
H 5.499 -3.583 2.613
H 5.707 -5.954 3.319
H 4.705 -7.743 1.945
H 3.481 -7.173 -0.125
C -5.137 -4.292 -3.416
C -6.296 -3.553 -3.223
C -6.317 -2.201 -3.537
C -5.181 -1.590 -4.051
C -4.023 -2.329 -4.247
C -4.000 -3.679 -3.926
H -5.119 -5.347 -3.168
H -7.184 -4.032 -2.828
H -7.219 -1.623 -3.380
H -5.197 -0.536 -4.299
H -3.138 -1.854 -4.650
H -3.094 -4.255 -4.073
*
```

Its largest force on an atom is 5.12 eV/Å. Its LUMO energy is 2.371 eV. Its relative energy (zero: lowest compared OMol25 entry of this formula, charge and spin) is 21.04 kcal per mole. The value obtained for the HOMO-LUMO gap is 8.40 eV. The total energy is -2501.886707 a.u. The HOMO energy comes out at -6.0 eV.

Here are the Mulliken charges for atoms 1 to 8, given in e: -0.5170 0.3929 -0.3188 1.2721 -0.7089 -0.6926 -0.4367 0.8600

---

5.
Molecular formula: C3H8N2O2
Method: DFT, the ωB97M-V functional and the def2-TZVPD basis

ORCA input file:
```
! RIJCOSX wB97M-V def2-TZVPD def2/J DEFGRID3
* xyz 0 1
N -1.377 1.036 -0.963
C -0.288 -0.083 -1.110
O -0.492 -0.947 -1.920
N 0.956 0.361 -0.619
C 1.382 -0.610 0.397
C 0.217 -0.661 1.420
O -0.954 -0.541 0.699
H -2.168 0.777 -1.552
H -1.084 1.994 -1.150
H -1.518 0.732 0.085
H 0.859 1.259 -0.152
H 2.342 -0.304 0.823
H 1.508 -1.574 -0.103
H 0.358 0.163 2.151
H 0.259 -1.602 1.993
*
```

Its largest force on an atom is 0.52 eV/Å. Its LUMO energy is 0.379 eV. Its relative energy (zero: lowest compared OMol25 entry of this formula, charge and spin) is 62.91 kcal per mole. The value obtained for the HOMO-LUMO gap is 9.28 eV. Its SMILES is [NH3+]C(=O)NCC[O-]. The total energy is -379.040757 a.u. The HOMO energy comes out at -8.9 eV.

Here are the Mulliken charges for atoms 1 to 8, given in e: -0.3938 0.6383 -0.6009 -0.4355 -0.6878 -0.2402 -0.7958 0.3041